<one>
19
Properties=species:S:1:pos:R:3:lowdin_charge:R:1 method="wB97M-V/def2-TZVPD" total_charge=+1 e_homo_ha=-0.511 gap_ev=11.0
C 1.78035 -0.29967 -2.95737 -0.117
O 0.41569 0.15821 -2.84753 -0.163
H 0.06459 0.18922 -3.74932 0.089
H 2.33089 0.31934 -3.66149 0.084
H 1.79668 -1.34719 -3.25754 0.082
H 2.21492 -0.21035 -1.96747 0.076
C -0.42021 -0.79138 2.97708 -0.033
C -0.74278 0.37090 0.80620 -0.427
N -1.03792 0.27383 -0.48276 0.206
N -0.63982 -0.73912 1.54244 0.043
N -0.56082 1.57175 1.35562 0.219
H -1.17281 -0.61144 -0.94014 0.126
H -0.93543 1.05462 -1.10934 0.118
H -0.85875 -1.59112 1.05362 0.156
H -0.35140 1.67575 2.33177 0.114
H -0.76081 2.39950 0.81952 0.137
H -0.93814 -1.65378 3.38697 0.102
H -0.82134 0.09249 3.47293 0.087
H 0.63711 -0.86154 3.22682 0.100



<two>
19
Properties=species:S:1:pos:R:3:lowdin_charge:R:1 method="wB97M-V/def2-TZVPD" smiles=C[C@@](N)([NH3+])[C@H](N)O total_charge=+1 e_homo_ha=-0.521 gap_ev=11.2
C 1.64251 0.25615 0.17778 -0.007
C -0.83031 0.94216 0.09328 -0.344
C 0.32024 0.12048 -0.55478 -0.528
N -0.70427 0.63601 1.62221 0.063
N 0.44368 0.25830 -1.94697 0.125
N -0.18386 -1.32864 -0.28663 0.237
O -2.02615 0.48376 -0.43453 0.013
H 1.53772 -0.03806 1.21705 0.084
H 2.39800 -0.36146 -0.30123 0.099
H 1.98081 1.28800 0.15294 0.105
H -0.66496 2.01069 -0.08488 0.163
H -1.64150 0.49586 1.99075 0.086
H -0.31336 1.43609 2.10136 0.086
H 1.32491 0.61688 -2.27643 0.105
H -0.34064 0.67369 -2.42529 0.104
H -1.04324 -1.45395 -0.83552 0.159
H 0.51478 -2.02781 -0.54722 0.173
H -0.41440 -1.36023 0.71718 0.148
H -2.71305 1.15787 -0.39734 0.130



<three>
19
Properties=species:S:1:pos:R:3:lowdin_charge:R:1 method="wB97M-V/def2-TZVPD" smiles=C[C@@H]([NH3+])[C@H](N)ON total_charge=+1 e_homo_ha=-0.515 gap_ev=11.0
C 1.57026 1.01605 0.65031 -0.040
C 0.28069 0.23516 0.84346 -0.278
C 0.13821 -1.00154 -0.09707 -0.313
N 1.35569 -1.53113 -0.48393 0.115
N -2.07582 -0.43006 -1.00399 0.009
N -0.86931 1.16190 0.60007 0.168
O -0.68301 -0.50567 -1.33414 -0.168
H 1.66641 1.36358 -0.37608 0.096
H 1.58698 1.87610 1.31703 0.095
H 2.42678 0.39458 0.88991 0.094
H 0.22680 -0.12842 1.87349 0.159
H -0.49338 -1.76389 0.36931 0.153
H 1.92598 -0.90177 -1.03072 0.102
H 1.29545 -2.43264 -0.93433 0.113
H -2.50635 -0.06085 -1.84925 0.125
H -2.42595 -1.38608 -0.88384 0.122
H -1.68223 0.58439 0.14794 0.107
H -0.58759 1.82754 -0.13227 0.165
H -1.14960 1.68274 1.43410 0.173



<four>
19
Properties=species:S:1:pos:R:3:lowdin_charge:R:1 method="wB97M-V/def2-TZVPD" total_charge=+1 e_homo_ha=-0.540 gap_ev=11.8
C -0.71030 0.38328 2.31181 -0.061
C -1.29514 -0.04568 0.97877 -0.205
N -0.25472 -0.23013 -0.04780 0.090
C 0.18054 0.68748 -0.88636 -0.424
N 1.46328 0.60158 -1.33549 0.188
N -0.45514 1.84435 -1.09659 0.220
H 0.11782 -0.26214 2.60724 0.084
H -1.49757 0.40210 3.05847 0.087
H -0.20904 1.34797 2.19659 0.080
H -1.81838 -0.99515 1.04217 0.125
H -2.07357 0.62997 0.61965 0.112
H -0.00383 -1.19301 -0.22639 0.118
H 1.86237 -0.33399 -1.28916 0.093
H 1.63609 0.86377 -2.30560 0.134
H 0.10120 2.63681 -1.38028 0.138
H -1.21221 2.06584 -0.47724 0.111
H 2.08956 -2.92381 -0.89763 0.076
H 0.78630 -3.03554 -1.71887 0.072
O 1.29273 -2.44369 -1.15331 -0.039



The structure with the most favorable energy is <four>; the runner-up is 0.0178 hartree above it.



<one>
19
Properties=species:S:1:pos:R:3:lowdin_charge:R:1 method="wB97M-V/def2-TZVPD" total_charge=+1 e_homo_ha=-0.515 gap_ev=11.1
C 3.64787 -0.55842 0.52192 -0.024
N 2.44754 -1.34091 0.17040 0.011
C 1.26619 -0.77686 0.10247 -0.170
N 0.12699 -1.40501 -0.01646 0.164
H 4.52861 -1.13428 0.26348 0.096
H 3.64412 -0.32052 1.58189 0.096
H 3.65003 0.36125 -0.05729 0.095
H 2.54547 -2.34417 0.14827 0.160
H 1.22910 0.30251 0.16319 0.158
H 0.17231 -2.40637 -0.13857 0.129
H -0.80275 -0.86294 -0.17640 0.071
N -2.08941 0.11556 -0.42806 0.007
C -2.27066 1.37448 0.28803 -0.315
O -2.78536 2.32012 -0.61796 -0.036
H -3.00707 -0.33728 -0.46855 0.114
H -1.94918 0.34489 -1.40251 0.102
H -2.95918 1.21413 1.11584 0.128
H -1.29786 1.70580 0.66028 0.112
H -3.07189 3.09532 -0.12337 0.101



<two>
19
Properties=species:S:1:pos:R:3:lowdin_charge:R:1 method="wB97M-V/def2-TZVPD" total_charge=+1 e_homo_ha=-0.498 gap_ev=10.3
C 0.74130 -1.92345 0.72528 0.020
N 1.33743 -1.97192 -0.66012 -0.030
C 1.97209 -0.67472 -1.09301 0.023
H 0.62123 -2.94761 1.06211 0.107
H 1.43193 -1.35710 1.34326 0.105
H -0.20532 -1.39245 0.67544 0.083
H 0.58635 -2.25128 -1.29441 0.182
H 2.04292 -2.70023 -0.70082 0.171
H 1.21349 0.09044 -0.97329 0.068
H 2.29887 -0.82717 -2.11444 0.109
H 2.79324 -0.47221 -0.41230 0.109
N -0.11982 2.06211 -0.01601 0.137
C -1.16955 1.18981 0.19401 -0.692
N -1.72351 1.23841 1.44770 0.157
O -1.53775 0.42420 -0.67964 0.021
H -0.09420 2.82087 0.65217 0.102
H -0.04202 2.40409 -0.96443 0.113
H -2.32470 0.46296 1.67876 0.109
H -1.06600 1.43761 2.19487 0.106



The structure with the most favorable energy is <two>; the runner-up is 0.0189 hartree above it.



<one>
17
Properties=species:S:1:pos:R:3:lowdin_charge:R:1 method="wB97M-V/def2-TZVPD" total_charge=-1 e_homo_ha=-0.163 gap_ev=8.1
S 0.04714 1.39300 -0.56376 0.112
H -1.07524 2.09012 -0.35416 -0.361
H -0.15742 2.62487 1.86568 -0.039
H -0.74207 1.32757 2.47587 0.021
O -0.59194 2.27666 2.65060 -0.126
H 2.09498 -3.57901 -0.78417 0.017
H 1.51705 -2.54882 0.23622 -0.016
O 1.62973 -3.49479 0.04731 -0.083
H 0.87340 -0.30896 0.63020 -0.099
H 2.12943 -0.00608 1.25704 0.031
O 1.68551 -0.79387 0.91762 -0.146
H 0.74405 -0.45603 -2.28668 -0.056
H -0.52243 -0.54930 -3.01975 0.006
O 0.34459 -0.97194 -3.00300 -0.123
H -2.33414 0.40935 -0.15305 -0.041
H -3.57908 1.09960 0.37505 0.019
O -3.00418 0.35132 0.56149 -0.114



<two>
17
Properties=species:S:1:pos:R:3:lowdin_charge:R:1 method="wB97M-V/def2-TZVPD" total_charge=-1 e_homo_ha=-0.138 gap_ev=7.2
S -0.23878 0.86082 -0.45870 -0.139
H 0.97552 0.94412 -1.09508 -0.461
H -3.78021 -1.32273 -1.28663 -0.003
H -2.50855 -0.65638 -2.00663 -0.005
O -3.07280 -1.43183 -1.88928 -0.078
H 0.37540 -1.75969 0.82489 -0.020
H -0.87054 -2.55571 0.54977 0.015
O -0.10564 -2.54552 1.12271 -0.096
H 2.73561 0.35659 -1.77420 0.012
H 2.99641 -0.40057 -0.43808 0.003
O 3.12426 -0.44356 -1.37799 -0.093
H 2.85083 2.50009 1.04197 0.008
H 1.94570 3.50220 0.57038 0.019
O 2.88208 3.40821 0.76541 -0.076
H -2.91778 -1.37903 2.15859 0.016
H -1.48741 -0.74511 2.01389 -0.016
O -2.40349 -0.57854 2.25670 -0.086



The structure with the most favorable energy is <one>; the runner-up is 0.0242 hartree above it.